Entry 1:
Computed, not measured: a 2-piece molecular cluster, C6H12O overall in a non-equilibrium geometry, with ωB97M-V/def2-TZVPD.

Structure (XYZ):
```
19
Properties=species:S:1:pos:R:3:lowdin_spin:R:1
C -1.599 1.198 2.704 0.01
C -1.046 1.882 1.441 0.02
C 0.927 -0.042 -2.571 0.37
C 1.379 0.662 -1.547 0.12
C 0.831 0.990 -0.290 0.12
C -0.304 0.830 0.421 0.30
H -0.875 1.240 3.564 0.00
H -2.620 1.505 3.068 0.00
H -1.957 0.163 2.476 0.00
H -1.608 2.501 0.758 0.01
H -0.203 2.542 1.704 0.00
H 1.221 0.325 -3.677 0.01
H 0.188 -0.884 -2.566 0.02
H 2.481 0.985 -1.748 0.01
H 1.428 1.720 0.341 0.00
H -1.160 0.235 -0.153 0.01
H 0.647 -5.916 -1.666 0.00
H 0.990 -4.510 -1.192 0.00
O 1.277 -5.427 -1.068 0.00
```

The gap between HOMO and LUMO (alpha / beta) comes out at 8.1 / 5.7 eV. Its multiplicity is 2. As for the energy relative to the best compared isomer or geometry (same formula, charge and spin): 3.1416 eV. For the total energy, the calculation gives -310.60182 Eh. As for the total charge: +1.

---

Entry 2:
Computed, not measured: a 2-piece molecular cluster, C6H12O2 overall in a non-equilibrium geometry, with ωB97M-V/def2-TZVPD.

Structure (XYZ):
```
20
Properties=species:S:1:pos:R:3:mulliken_charge:R:1
C 0.602 -2.019 0.808 -1.16
C 1.342 -1.317 -0.311 0.16
O 1.893 -2.238 -1.218 -0.56
C 0.304 -0.360 -1.201 0.03
O -0.707 -0.874 -1.673 -0.50
H -0.438 -2.227 0.536 0.28
H 1.078 -2.974 1.061 0.38
H 0.594 -1.397 1.708 0.27
H 2.145 -0.682 0.068 0.38
H 1.149 -2.736 -1.606 0.36
H 0.886 0.381 -1.778 0.35
C -0.450 2.812 -0.407 -0.76
C -0.432 1.626 0.265 0.03
C -1.656 1.109 0.972 -1.05
H -1.306 3.480 -0.412 0.27
H 0.385 3.152 -1.011 0.24
H 0.516 1.374 0.753 0.39
H -1.371 0.408 1.762 0.24
H -2.290 0.571 0.263 0.24
H -2.243 1.914 1.421 0.42
```

The gap between HOMO and LUMO comes out at 9.5 eV. Its multiplicity is 1. As for the energy relative to the best compared isomer or geometry (same formula, charge and spin): 3.3478 eV. For the total energy, the calculation gives -386.19713 Eh. As for the total charge: 0.

---

Entry 3:
Computed, not measured: a 2-piece molecular cluster, C6H12O2 overall in a non-equilibrium geometry, with ωB97M-V/def2-TZVPD.

Structure (XYZ):
```
20
Properties=species:S:1:pos:R:3:mulliken_charge:R:1
C 1.589 2.955 -0.961 -0.97
C 1.988 1.653 -0.401 0.80
C 1.731 1.409 1.079 -1.06
O 2.699 0.841 -1.017 -0.57
H 2.455 3.609 -1.158 0.28
H 0.889 3.490 -0.297 0.29
H 1.079 2.748 -1.916 0.30
H 2.480 2.027 1.602 0.34
H 1.878 0.356 1.371 0.27
H 0.725 1.726 1.402 0.32
C -1.703 -2.506 -1.185 -0.92
C -2.010 -2.586 0.255 0.71
C -1.661 -1.411 1.128 -0.74
O -2.502 -3.586 0.708 -0.55
H -2.429 -1.887 -1.739 0.26
H -1.657 -3.502 -1.656 0.30
H -0.708 -2.034 -1.261 0.26
H -0.814 -0.806 0.764 0.07
H -1.459 -1.707 2.172 0.33
H -2.572 -0.790 1.109 0.27
```

The gap between HOMO and LUMO comes out at 10.2 eV. Its multiplicity is 1. As for the energy relative to the best compared isomer or geometry (same formula, charge and spin): 1.2079 eV. For the total energy, the calculation gives -386.27577 Eh. As for the total charge: 0.

---

Entry 4:
Computed, not measured: one molecule with the formula C6H12O2 in a non-equilibrium geometry, with ωB97M-V/def2-TZVPD.

Structure (XYZ):
```
20
Properties=species:S:1:pos:R:3:mulliken_charge:R:1
C 1.678 1.264 0.881 -0.94
C 0.647 0.540 0.520 0.11
C 0.123 -0.685 1.681 -0.68
O -0.368 -1.955 1.374 -0.54
C -0.181 0.253 -0.616 1.56
C 0.276 -0.915 -1.476 -1.30
C -1.684 0.354 -0.433 -1.71
O 0.164 1.668 -1.466 -0.65
H 2.096 2.014 0.227 0.27
H 2.085 1.192 1.880 0.28
H 1.033 -0.869 2.251 0.41
H -0.577 -0.113 2.299 0.33
H -1.293 -1.892 1.115 0.33
H -0.211 -0.843 -2.447 0.38
H 0.001 -1.873 -1.040 0.33
H 1.355 -0.887 -1.624 0.36
H -2.107 0.653 -1.389 0.43
H -1.941 1.115 0.300 0.36
H -2.126 -0.604 -0.161 0.38
H 1.032 1.581 -1.876 0.29
```

The gap between HOMO and LUMO comes out at 10.0 eV. Its multiplicity is 1. As for the energy relative to the best compared isomer or geometry (same formula, charge and spin): 3.3760 eV. For the total energy, the calculation gives -386.19609 Eh. As for the total charge: 0.

---

Entry 5:
Computed, not measured: a 2-piece molecular cluster, C6H12O2 overall in a non-equilibrium geometry, with ωB97M-V/def2-TZVPD.

Structure (XYZ):
```
20
Properties=species:S:1:pos:R:3:mulliken_charge:R:1
C -3.309 2.285 -0.318 -1.01
C -4.300 2.724 0.695 0.82
C -5.383 3.618 0.173 -1.02
O -4.157 2.419 1.888 -0.57
H -2.705 1.485 0.142 0.29
H -2.630 3.083 -0.664 0.28
H -3.837 1.868 -1.192 0.32
H -5.827 3.135 -0.713 0.32
H -4.912 4.565 -0.140 0.28
H -6.189 3.847 0.891 0.29
C 2.023 2.817 -2.916 -0.90
C 2.565 1.932 -4.014 0.68
C 1.866 0.605 -4.390 -0.89
O 3.688 2.100 -4.505 -0.54
H 2.266 3.885 -3.051 0.31
H 2.523 2.456 -2.002 0.25
H 0.933 2.719 -2.784 0.27
H 2.412 -0.253 -3.963 0.26
H 1.844 0.498 -5.487 0.29
H 0.829 0.585 -4.013 0.28
```

The gap between HOMO and LUMO comes out at 10.2 eV. Its multiplicity is 1. As for the energy relative to the best compared isomer or geometry (same formula, charge and spin): 1.2615 eV. For the total energy, the calculation gives -386.27380 Eh. As for the total charge: 0.

---

Entry 6:
Computed, not measured: a 2-piece molecular cluster, C6H12O2 overall in a non-equilibrium geometry, with ωB97M-V/def2-TZVPD.

Structure (XYZ):
```
20
Properties=species:S:1:pos:R:3:lowdin_spin:R:1
O -0.702 -2.043 -0.888 0.01
C 0.076 -1.282 -1.407 0.01
C -0.380 0.067 -1.856 0.02
C 0.760 1.087 -1.482 0.07
C 1.187 1.013 -0.091 0.35
C 0.291 0.741 0.925 0.35
C 0.412 0.991 2.363 0.07
H 1.074 -1.505 -1.719 0.00
H -0.357 0.061 -3.008 0.00
H -1.375 0.293 -1.516 0.00
H 1.473 0.889 -2.281 0.01
H 0.338 2.132 -1.698 0.04
H 2.226 1.164 0.195 0.01
H -0.581 0.207 0.580 0.01
H 0.805 1.963 2.653 0.01
H 0.908 0.406 3.125 0.03
H -0.657 1.149 2.657 0.01
H -1.099 -2.720 1.233 0.00
H -2.392 -2.083 0.726 0.00
O -2.007 -2.531 1.488 0.00
```

The gap between HOMO and LUMO (alpha / beta) comes out at 8.8 / 5.3 eV. Its multiplicity is 2. As for the energy relative to the best compared isomer or geometry (same formula, charge and spin): 2.4897 eV. For the total energy, the calculation gives -385.89026 Eh. As for the total charge: +1.

---

Entry 7:
Computed, not measured: a 2-piece molecular cluster, C6H12O2S2 overall in a non-equilibrium geometry, with ωB97M-V/def2-TZVPD.

Structure (XYZ):
```
22
Properties=species:S:1:pos:R:3:mulliken_charge:R:1
C 0.089 -0.457 2.888 -0.54
C 0.915 -0.239 1.623 -0.54
S 1.078 -1.714 0.583 -0.18
C -0.678 -1.992 0.278 -0.45
S -1.667 -2.325 1.750 -0.10
C -1.380 -0.750 2.599 -0.66
H 0.526 -1.283 3.481 0.28
H 0.145 0.464 3.500 0.33
H 1.953 0.048 1.880 0.37
H 0.481 0.579 1.017 0.30
H -1.104 -1.131 -0.273 0.23
H -0.758 -2.882 -0.375 0.36
H -1.823 0.066 1.996 0.34
H -1.955 -0.823 3.542 0.32
C 0.407 2.194 -3.767 -1.06
C 0.354 1.317 -2.552 0.84
O -0.469 1.370 -1.666 -0.52
O 1.371 0.416 -2.553 -0.48
H -0.424 2.919 -3.751 0.29
H 0.327 1.586 -4.684 0.30
H 1.359 2.751 -3.797 0.30
H 1.254 -0.115 -1.719 0.29
```

The gap between HOMO and LUMO comes out at 9.3 eV. Its multiplicity is 1. As for the energy relative to the best compared isomer or geometry (same formula, charge and spin): 0.1606 eV. For the total energy, the calculation gives -1182.69879 Eh. As for the total charge: 0.

---

Entry 8:
Computed, not measured: C6H12O5 as an isolated structure in a non-equilibrium geometry, with ωB97M-V/def2-TZVPD.

Structure (XYZ):
```
23
Properties=species:S:1:pos:R:3:mulliken_charge:R:1
C -2.362 -1.117 0.534 -1.76
H -2.353 -0.903 1.504 0.56
C -0.915 -0.507 -0.081 0.57
C -0.967 0.913 -0.047 -0.18
C 0.459 1.268 -0.060 -0.46
O 0.655 1.634 1.490 -0.60
H 1.570 1.757 1.674 0.33
C 1.394 0.421 -0.577 -0.52
O 2.665 0.934 -0.395 -0.61
H 3.381 0.200 -0.623 0.42
C 1.183 -0.728 0.324 -0.23
O -0.159 -1.046 0.666 -0.24
O 1.675 -2.128 -0.686 -0.61
H 1.464 -2.710 -0.134 0.22
H 1.867 -0.937 1.079 0.61
H 1.135 0.180 -1.394 0.71
H 0.571 2.201 -0.456 0.75
O -1.733 1.446 -1.040 -0.58
H -1.171 1.310 -2.001 0.40
H -1.579 1.359 0.982 0.31
H -0.963 -0.934 -1.186 0.16
H -2.597 -2.097 0.466 0.46
H -3.220 -0.514 -0.041 0.29
```

The gap between HOMO and LUMO comes out at 10.5 eV. Its multiplicity is 1. As for the energy relative to the best compared isomer or geometry (same formula, charge and spin): 8.3933 eV. For the total energy, the calculation gives -611.70490 Eh. As for the total charge: 0.

---

Entry 9:
Computed, not measured: C6H12O6S as an isolated structure in a non-equilibrium geometry, with ωB97M-V/def2-TZVPD.

Structure (XYZ):
```
25
Properties=species:S:1:pos:R:3:mulliken_charge:R:1
C -1.117 -0.705 -1.488 0.55
C -0.292 -0.437 -0.259 0.23
C -1.620 -2.079 -1.789 -1.37
C 1.900 0.510 1.682 -0.83
C -0.479 0.846 0.562 -0.24
C 0.899 1.527 0.944 0.20
O 0.844 1.008 -2.172 -0.59
O -1.912 0.307 -2.039 -0.57
O -0.156 -1.851 0.806 -0.61
O 2.115 -0.594 0.786 -0.51
O -1.225 0.528 1.703 -0.57
O 0.711 2.630 1.808 -0.56
S 0.738 -0.380 -1.803 0.31
H -1.084 -2.901 -1.209 0.27
H -1.404 -2.092 -2.804 0.45
H -2.727 -2.255 -1.700 0.34
H 1.430 0.014 2.558 0.31
H 2.673 1.182 1.989 0.40
H -1.169 1.423 -0.005 0.48
H 1.227 1.853 -0.066 0.37
H -1.607 1.184 -2.077 0.37
H 0.746 -1.986 0.521 0.40
H 2.756 -0.115 0.216 0.37
H -1.069 -0.362 1.932 0.45
H -0.178 2.744 1.905 0.36
```

The gap between HOMO and LUMO comes out at 9.6 eV. Its multiplicity is 1. As for the energy relative to the best compared isomer or geometry (same formula, charge and spin): 2.9896 eV. For the total energy, the calculation gives -1085.28236 Eh. As for the total charge: 0.

---

Entry 10:
Computed, not measured: C6H12OPTc as an isolated structure in a non-equilibrium geometry, with ωB97M-V/def2-TZVPD.

Structure (XYZ):
```
21
Properties=species:S:1:pos:R:3:lowdin_spin:R:1
C 0.831 -1.638 0.188 -0.11
C 0.978 -2.468 -0.916 0.10
C 0.382 -2.284 -2.164 -0.11
C -0.541 -1.272 -2.459 0.09
C -0.922 -0.264 -1.597 -0.08
Tc 0.355 0.263 -0.116 2.87
P 1.103 0.415 2.077 0.09
H 1.245 -2.081 1.122 0.00
H 1.611 -3.353 -0.807 0.01
H 0.600 -3.014 -2.950 -0.01
H -1.797 0.317 -1.969 0.00
H -0.985 -1.307 -3.458 0.01
H 1.935 1.531 2.402 0.03
H 1.944 -0.578 2.646 0.01
H 0.142 0.476 3.129 0.00
C -0.977 2.834 1.029 0.02
O -1.079 1.581 0.328 0.09
H 0.055 3.186 0.931 0.00
H -1.236 2.667 2.083 0.00
H -1.677 3.532 0.561 0.00
H -1.966 1.457 -0.061 0.01
```

The gap between HOMO and LUMO (alpha / beta) comes out at 6.9 / 7.0 eV. Its multiplicity is 4. For the total energy, the calculation gives -732.75369 Eh. As for the total charge: +1.

---

Entry 11:
Computed, not measured: C6H12OS as an isolated structure in a non-equilibrium geometry, with ωB97M-V/def2-TZVPD.

Structure (XYZ):
```
20
Properties=species:S:1:pos:R:3:mulliken_charge:R:1
C -1.721 1.202 0.224 -1.11
C -1.580 0.007 -0.606 -0.59
C -0.382 -0.802 -0.744 -0.46
C 0.938 -0.502 -0.042 1.30
C 1.562 0.555 -0.750 -1.43
C 0.688 -0.198 1.464 -1.23
H -1.226 1.158 1.171 0.28
H -1.204 2.148 -0.309 0.22
H -2.918 1.317 0.388 0.31
H -2.322 0.197 -1.395 0.50
H -0.236 -1.385 -1.645 0.71
H 1.090 1.621 -0.417 0.27
H 2.691 0.748 -0.416 0.34
H 1.480 0.626 -1.882 0.34
H -0.035 0.556 1.669 0.43
H 1.799 0.039 1.638 0.33
H 0.565 -1.455 1.985 0.22
H 0.763 -2.380 -0.210 0.40
O 1.613 -1.684 -0.195 -0.63
S -1.564 -1.766 0.072 -0.19
```

The gap between HOMO and LUMO comes out at 9.4 eV. Its multiplicity is 1. As for the energy relative to the best compared isomer or geometry (same formula, charge and spin): 4.1474 eV. For the total energy, the calculation gives -709.08695 Eh. As for the total charge: 0.

---

Entry 12:
Computed, not measured: one molecule with the formula C6H12OS in a non-equilibrium geometry, with ωB97M-V/def2-TZVPD.

Structure (XYZ):
```
20
Properties=species:S:1:pos:R:3:mulliken_charge:R:1
C -0.274 -1.560 -1.454 -1.16
C 0.011 -1.075 -0.273 1.05
C -0.611 -1.854 0.833 -1.35
C 0.912 0.129 -0.125 -0.48
C 0.334 1.197 0.767 -0.41
C -0.790 2.187 0.314 -1.19
S 2.811 -0.176 0.463 0.13
O 3.491 -0.035 -1.017 -0.49
H 0.128 -1.041 -2.352 0.23
H -1.013 -2.297 -1.662 0.36
H -0.396 -2.874 0.614 0.46
H -1.671 -1.611 1.031 0.29
H -0.038 -1.517 1.736 0.35
H 1.319 0.440 -1.146 0.19
H -0.242 0.562 1.515 0.14
H 1.159 1.714 1.172 0.52
H -1.351 2.360 1.250 0.33
H -1.396 1.739 -0.473 0.32
H -0.327 3.089 -0.024 0.34
H 3.025 -0.573 -1.773 0.37
```

The gap between HOMO and LUMO comes out at 9.0 eV. Its multiplicity is 1. As for the energy relative to the best compared isomer or geometry (same formula, charge and spin): 2.6941 eV. For the total energy, the calculation gives -709.14036 Eh. As for the total charge: 0.